# 1
The following is a DFT calculation (wB97M-V/def2-TZVPD) of one molecule with the formula C2H5N3O3 in a non-equilibrium geometry.

Computed properties:
**LUMO**: 0.4 eV
**E**: -12762.1969 eV
**Molar mass**: 119.08 g mol⁻¹
**SMILES**: [H]/N=C(/NO)NOC=O
**HOMO level**: -0.345 hartree
**ΔE to the lowest compared entry with this formula, charge and spin**: 521.44 kJ/mol
**Multiplicity**: 1

Atoms and positions in Å:
H: 0.635 2.409 0.458
N: 1.304 1.760 0.051
C: 0.823 0.601 0.314
N: 1.253 -0.354 -0.625
O: 1.354 -1.573 0.028
N: -0.137 0.145 1.310
O: -0.988 -0.896 0.737
C: -1.993 -0.386 -0.139
O: -2.057 0.764 -0.642
H: 2.106 0.081 -1.202
H: 0.970 -2.298 -0.773
H: -0.643 1.033 0.985
H: -2.625 -1.286 -0.504

=====

# 2
The following is a DFT calculation (wB97M-V/def2-TZVPD) of one molecule with the formula C2H5N3OS.

Computed properties:
**LUMO**: 0.5 eV
**E**: -19506.9936 eV
**Molar mass**: 119.15 g mol⁻¹
**SMILES**: [H]/N=C(/NN)SC=O
**HOMO level**: -0.352 hartree
**ΔE to the lowest compared entry with this formula, charge and spin**: 188.80 kJ/mol
**Multiplicity**: 1

Atoms and positions in Å:
H: -0.791 2.479 0.413
N: -1.186 1.561 0.247
C: -0.300 0.694 -0.041
N: -0.596 -0.606 -0.314
N: -1.899 -1.063 -0.079
S: 1.442 1.177 -0.214
C: 2.416 -0.272 0.026
O: 2.056 -1.400 0.193
H: 0.125 -1.290 -0.198
H: -2.234 -0.606 0.780
H: -2.501 -0.696 -0.804
H: 3.468 0.022 -0.010

=====

# 3
The following is a DFT calculation (wB97M-V/def2-TZVPD) of one molecule with the formula C2H5N3OS in a non-equilibrium geometry.

Computed properties:
**LUMO**: 0.6 eV
**E**: -19506.3655 eV
**Molar mass**: 119.15 g mol⁻¹
**SMILES**: [H]/N=C/N(O)C(N)=S
**HOMO level**: -0.314 hartree
**ΔE to the lowest compared entry with this formula, charge and spin**: 249.41 kJ/mol
**Multiplicity**: 1

Atoms and positions in Å:
H: 2.655 -1.879 0.344
N: 2.091 -1.052 0.068
C: 0.830 -1.169 -0.035
N: 0.150 -0.045 -0.296
O: 0.809 1.147 -0.266
C: -1.201 0.081 -0.091
N: -1.573 1.394 0.160
S: -2.314 -1.236 -0.140
H: 0.196 -2.039 0.171
H: 1.799 0.996 -0.376
H: -0.880 2.094 0.121
H: -2.563 1.709 0.337

=====

- Look up the E of the third one.
  -19506.3655 eV